DFT (ωB97M-V/def2-TZVPD) results for a molecular structure, C2H5O2P.

Properties
Energy relative to the best compared isomer or geometry (same formula, charge and spin) = 52.2 kcal/mol
E = -15536.3907 eV
Charge = 0
HOMO = -9.56 eV

Last column: Mulliken charge in e.
Positions of all 10 atoms, in Å:
C1 -0.30999 1.00614 0.44618  -0.210
C2 -0.73617 -0.26595 -0.15022  -0.517
O1 1.54292 -1.50421 -1.54715  -0.504
O2 1.10992 1.22166 0.12383  -0.590
P1 1.02527 -0.97480 -0.35627  0.648
H1 -0.75327 1.83035 -0.12908  0.236
H2 -0.58988 1.20773 1.57945  0.225
H3 -1.44688 -1.01623 0.32842  0.344
H4 -1.11865 -0.05581 -1.19678  0.249
H5 1.27672 -1.44887 0.90163  0.120

***

DFT (ωB97M-V/def2-TZVPD) results for a molecular structure, C4H12B2F8O2RbS2.

Properties
Energy relative to the best compared isomer or geometry (same formula, charge and spin) = 7.4 kcal/mol
E = -53872.0298 eV
Charge = -1
HOMO = -6.75 eV

Last column: Mulliken charge in e.
Positions of all 31 atoms, in Å:
Rb1 -1.04791 1.24836 0.15321  1.050
B1 -1.80901 1.36919 3.48201  0.442
F1 -1.86157 1.34729 4.87598  -0.374
F2 -3.03279 1.73311 2.90648  -0.371
F3 -0.80775 2.25303 2.99946  -0.404
F4 -1.48208 0.14691 2.88219  -0.369
B2 -2.80646 1.42698 -2.80698  0.585
F5 -3.90504 1.24423 -3.66121  -0.369
F6 -3.21925 2.02818 -1.60757  -0.415
F7 -2.17598 0.19940 -2.55531  -0.376
F8 -1.90448 2.34548 -3.42586  -0.411
C1 0.32544 -3.54454 1.34113  -1.013
S1 1.28130 -2.08754 0.78691  0.381
O1 0.46812 -1.30612 -0.21267  -0.504
C2 1.17748 -1.18030 2.33428  -0.698
H1 -0.72493 -3.28370 1.45288  0.297
H2 0.73832 -3.74150 2.33167  0.394
H3 0.50568 -4.38222 0.67788  0.334
H4 1.41453 -1.72830 3.24665  0.413
H5 0.14634 -0.85194 2.53261  0.165
H6 1.74010 -0.25073 2.26365  0.276
C3 0.65978 0.80225 -2.97948  -0.553
S2 2.01293 1.65814 -2.10417  0.390
O2 1.23048 2.42587 -1.05991  -0.644
C4 2.81551 0.26652 -1.27668  -0.390
H7 0.05493 1.47548 -3.57261  0.285
H8 0.07651 0.27246 -2.22442  -0.022
H9 1.22704 0.03692 -3.52146  0.384
H10 2.47729 0.35616 -0.24673  -0.167
H11 3.89704 0.39606 -1.27851  0.417
H12 2.52844 -0.67514 -1.73342  0.266

***

DFT (ωB97M-V/def2-TZVPD) results for a single C36H60O2 molecule.

Properties
Energy relative to the best compared isomer or geometry (same formula, charge and spin) = 8.2 kcal/mol
E = -42400.7368 eV
Charge = 0
HOMO = -7.35 eV

Last column: Mulliken charge in e.
Positions of all 98 atoms, in Å:
C1 0.24507 3.04668 3.47054  -1.335
C2 -0.97552 2.16248 3.24708  -0.168
C3 -0.60329 0.68250 3.22201  0.300
C4 -1.80708 -0.19645 2.89275  0.442
C5 -1.48358 -1.69149 2.86606  -1.727
C6 -0.60035 -2.09892 1.68829  0.983
C7 -0.35218 -3.60503 1.65809  -1.178
C8 0.44555 -4.06895 0.43770  -0.874
C9 1.85306 -3.47657 0.37061  0.485
C10 2.74035 -4.21487 -0.63064  -0.981
C11 4.15244 -3.62849 -0.71291  -0.802
C12 4.23958 -2.37756 -1.58700  -0.260
C13 5.59242 -1.68439 -1.43860  -0.581
C14 5.73492 -0.48697 -2.37785  -0.750
H1 5.90495 -0.83690 -3.39798  0.430
H2 4.80947 0.09437 -2.37544  0.332
C15 6.89260 0.43574 -1.96231  -0.765
C16 6.48348 1.14124 -0.69130  0.595
O1 6.77188 0.78586 0.42360  -0.598
O2 5.70231 2.18138 -0.97341  -0.328
C17 4.96223 2.79730 0.09949  -1.152
C18 3.52028 2.42147 -0.05203  -0.237
C19 2.92563 1.33142 0.45436  0.230
C20 1.53911 1.02186 0.15466  0.686
C21 0.56845 1.89790 -0.17027  -0.754
C22 -0.77144 1.48896 -0.43891  0.408
C23 -1.82468 2.31259 -0.66544  1.342
C24 -3.15712 1.82251 -0.92656  -0.812
C25 -3.58820 0.55333 -0.82689  -0.545
C26 -4.95781 0.12453 -1.08949  -1.224
C27 -5.63417 0.51536 -2.17884  2.135
C28 -5.02856 1.29679 -3.30885  -2.143
H3 -5.35655 2.33627 -3.27766  0.320
H4 -5.36532 0.87830 -4.25747  0.483
H5 -3.94284 1.27665 -3.28009  0.464
C29 -7.07297 0.15222 -2.41806  -1.077
C30 -7.77458 -0.24755 -1.12959  -0.867
C31 -6.93795 -1.31112 -0.43706  -1.465
H6 -7.45657 -1.68848 0.44682  0.471
H7 -6.80392 -2.14748 -1.12750  0.367
C32 -5.55819 -0.78163 -0.01878  2.346
C33 -4.65557 -1.99940 0.23316  -2.119
H8 -4.37081 -2.46748 -0.70726  0.394
H9 -5.19434 -2.73224 0.83116  0.485
H10 -3.75713 -1.72591 0.77792  0.323
C34 -5.67396 0.02426 1.28261  -1.673
H11 -4.70394 0.42393 1.56974  0.137
H12 -6.03979 -0.60884 2.08868  0.492
H13 -6.35885 0.85974 1.16006  0.404
H14 -7.88356 0.62502 -0.48355  0.334
H15 -8.77344 -0.63227 -1.34535  0.422
H16 -7.57987 1.00322 -2.88121  0.429
H17 -7.11976 -0.67630 -3.13391  0.397
H18 -2.91089 -0.21284 -0.48007  0.278
H19 -3.88169 2.57892 -1.19819  0.278
C35 -1.65168 3.80718 -0.66459  -1.849
H20 -2.60785 4.30925 -0.78918  0.399
H21 -1.20879 4.14505 0.27128  0.294
H22 -0.99576 4.11737 -1.47798  0.391
H23 -0.93109 0.41989 -0.45212  0.303
H24 0.79369 2.95332 -0.20581  0.302
H25 1.27117 -0.02465 0.23620  -0.167
C36 3.60086 0.33598 1.35301  -1.135
H26 3.43688 -0.67366 0.97949  -0.158
H27 4.66998 0.49755 1.43520  0.421
H28 3.16221 0.39305 2.35025  0.410
H29 2.96239 3.05266 -0.72849  0.451
H30 5.39065 2.47590 1.05228  0.498
H31 5.09679 3.87499 -0.01936  0.404
H32 7.79616 -0.14590 -1.78276  0.359
H33 7.07163 1.17787 -2.73973  0.372
H34 6.39282 -2.39996 -1.64030  0.376
H35 5.70724 -1.34930 -0.40646  0.329
H36 3.45053 -1.67403 -1.31395  -0.090
H37 4.08144 -2.65574 -2.63194  0.464
H38 4.83244 -4.38135 -1.11780  0.432
H39 4.49735 -3.38861 0.29587  0.344
H40 2.80738 -5.26198 -0.32571  0.437
H41 2.27744 -4.18947 -1.61983  0.309
H42 1.79180 -2.42448 0.09003  -0.523
H43 2.31368 -3.53534 1.36010  0.357
H44 0.52501 -5.15847 0.47560  0.418
H45 -0.10003 -3.81232 -0.47363  0.330
H46 0.18075 -3.89734 2.56621  0.335
H47 -1.31525 -4.12254 1.66165  0.384
H48 0.35427 -1.57943 1.76266  0.135
H49 -1.08001 -1.79772 0.75337  -0.126
H50 -2.41980 -2.25432 2.81573  0.441
H51 -0.98732 -1.96864 3.79922  0.536
H52 -2.20760 0.10798 1.92286  -0.803
H53 -2.58575 -0.01953 3.63956  0.598
H54 -0.19478 0.39229 4.19316  0.577
H55 0.17531 0.53834 2.47269  -0.735
H56 -1.70816 2.34197 4.03767  0.482
H57 -1.44344 2.42411 2.29549  -0.012
H58 0.97002 2.89952 2.67239  0.080
H59 -0.03868 4.09668 3.48994  0.439
H60 0.72400 2.80501 4.41712  0.413

***

DFT (ωB97M-V/def2-TZVPD) results for a single C20H21FN4O2 molecule.

Properties
Energy relative to the best compared isomer or geometry (same formula, charge and spin) = 41.9 kcal/mol
E = -33853.9659 eV
Charge = 0
HOMO = -8.15 eV

Last column: Mulliken charge in e.
Positions of all 48 atoms, in Å:
O1 -1.88800 -0.45446 -2.79617  -0.743
O2 -3.70105 -1.16990 1.92765  -0.679
F1 4.61135 1.70497 -3.20842  -0.306
N1 5.57781 3.78732 0.32297  -0.974
C1 -1.35928 -0.40645 -1.69569  0.498
C2 -3.82415 -1.93307 0.98895  -0.429
C3 5.51233 3.28519 -0.88752  -0.677
C4 0.26754 -0.36072 0.54579  -1.352
C5 -1.06289 -0.98916 0.63361  -0.372
C6 0.70020 0.27023 -0.58252  0.532
C7 -1.90599 -1.01448 -0.46184  -0.510
C8 2.74985 0.93536 -1.88446  -0.855
C9 2.49348 1.74948 0.37422  -0.714
C10 3.92778 1.65690 -2.05071  -0.079
C11 2.02034 0.95605 -0.66980  0.520
C12 4.35090 2.44280 -1.00756  0.803
C13 3.68006 2.50795 0.18457  -0.115
N2 -0.08233 0.07926 -1.72304  -0.059
N3 4.45092 3.37048 0.97251  0.822
N4 -4.47325 -3.09754 1.30129  -0.058
C14 4.51215 2.78150 3.32231  -1.005
C15 4.16554 3.85600 2.32069  -0.573
C16 -4.47506 -4.26239 0.45533  -0.543
C17 -4.47110 -3.81690 -0.98659  -0.729
C18 -4.33372 -0.53808 -0.90793  -2.135
C19 -3.29767 -2.89274 -1.30257  -1.139
C20 -3.33358 -1.61392 -0.43839  2.661
H1 6.34447 3.36967 -1.60768  0.463
H2 0.88416 -0.35283 1.43223  0.464
H3 -1.29844 -1.41454 1.57697  0.516
H4 2.35647 0.33945 -2.73076  0.473
H5 1.95753 1.79477 1.34289  0.532
H6 0.13084 0.49365 -2.61135  0.280
H7 -4.91909 -3.10653 2.22855  0.311
H8 5.53000 2.41956 3.15954  0.303
H9 4.43255 3.21676 4.31556  0.375
H10 3.82357 1.92232 3.25304  0.270
H11 3.13969 4.21771 2.43140  0.318
H12 4.81970 4.70264 2.53331  0.334
H13 -5.31710 -4.92424 0.71154  0.386
H14 -3.49787 -4.76319 0.67630  0.230
H15 -4.37894 -4.70493 -1.61195  0.386
H16 -5.41235 -3.32687 -1.23856  0.307
H17 -4.23887 -0.22562 -1.95537  0.376
H18 -5.37198 -0.83452 -0.77766  0.470
H19 -4.08855 0.33068 -0.32922  0.518
H20 -3.35685 -2.58701 -2.34620  0.388
H21 -2.35115 -3.40059 -1.19923  0.509

***

Orbital gap for every record listed, in sequence, given in Ha: 0.350, 0.317, 0.264, 0.299.